{
  "formula": "C34H79F16N16O36S16",
  "method": "the ωB97M-V functional and the def2-TZVPD basis",
  "homo_ev": -4.83,
  "molar_mass_g_mol": 2105.12,
  "charge": -1,
  "spin_multiplicity": 1,
  "lumo_ev": -3.55,
  "elements": ["C", "C", "N", "C", "C", "N", "C", "C", "H", "H", "H", "H", "H", "H", "H", "H", "H", "H", "H", "C", "C", "O", "N", "H", "H", "C", "H", "H", "H", "H", "H", "H", "C", "C", "O", "N", "H", "H", "C", "H", "H", "H", "H", "H", "H", "C", "C", "O", "N", "H", "H", "C", "H", "H", "H", "H", "H", "H", "C", "C", "O", "N", "H", "H", "C", "H", "H", "H", "H", "H", "H", "C", "C", "C", "N", "C", "C", "C", "C", "C", "H", "H", "H", "H", "H", "H", "H", "H", "H", "H", "H", "H", "H", "H", "H", "H", "H", "H", "C", "C", "C", "N", "C", "C", "C", "C", "C", "H", "H", "H", "H", "H", "H", "H", "H", "H", "H", "H", "H", "H", "H", "H", "H", "H", "H", "N", "S", "O", "O", "F", "S", "O", "O", "F", "N", "S", "O", "O", "F", "S", "O", "O", "F", "N", "S", "O", "O", "F", "S", "O", "O", "F", "N", "S", "O", "O", "F", "S", "O", "O", "F", "N", "S", "O", "O", "F", "S", "O", "O", "F", "N", "S", "O", "O", "F", "S", "O", "O", "F", "N", "S", "O", "O", "F", "S", "O", "O", "F", "N", "S", "O", "O", "F", "S", "O", "O", "F"],
  "xyz": [[4.05487, -4.72109, 11.24363], [5.19558, -5.60956, 11.48157], [5.00377, -6.89592, 10.87751], [4.57755, -7.15226, 9.57439], [4.67773, -8.48175, 9.27671], [5.14647, -9.09240, 10.45838], [5.31582, -8.11281, 11.44236], [5.41195, -10.47174, 10.58249], [4.12949, -3.88998, 11.94491], [3.08549, -5.13350, 11.52351], [3.91052, -4.31269, 10.24340], [5.60986, -5.67864, 12.48741], [5.93933, -5.14590, 10.83353], [4.14822, -6.38575, 8.94627], [4.49790, -8.96593, 8.32822], [5.61970, -8.21616, 12.47356], [4.50115, -11.04546, 10.75394], [6.13335, -10.51477, 11.39847], [5.87997, -10.88058, 9.68700], [1.52118, 8.90961, 2.24722], [1.75290, 8.28941, 3.52972], [2.72316, 7.57188, 3.75618], [0.67997, 8.52232, 4.61671], [0.65128, 9.48907, 4.90770], [-0.24628, 8.38988, 4.23640], [0.89941, 7.78218, 5.93278], [1.30797, 9.97849, 2.25888], [0.69417, 8.48842, 1.67560], [2.42987, 8.99320, 1.65107], [0.26734, 8.20523, 6.71355], [1.91178, 8.02573, 6.25512], [0.70777, 6.71903, 5.78757], [-7.28671, -3.22777, 1.56920], [-8.26385, -4.36756, 1.65036], [-8.46764, -5.09463, 0.72767], [-8.67267, -4.73061, 3.10267], [-7.97613, -4.40190, 3.75603], [-9.52841, -4.21225, 3.24095], [-9.14048, -6.25480, 3.28478], [-6.49491, -3.36639, 2.30536], [-7.90787, -2.33899, 1.68027], [-6.79672, -3.14736, 0.59886], [-9.68089, -6.25307, 4.23139], [-8.29202, -6.93198, 3.18658], [-9.88255, -6.39979, 2.49966], [10.99514, 1.00035, -2.07633], [10.37229, -0.13964, -2.85995], [9.49062, -0.03863, -3.67269], [10.91687, -1.52987, -2.50440], [11.90110, -1.40011, -2.31851], [10.55037, -1.93955, -1.65708], [10.75293, -2.55321, -3.63251], [12.06338, 0.79701, -2.00134], [10.57964, 1.01728, -1.06878], [10.86886, 1.91452, -2.65638], [9.72070, -2.53070, -3.98193], [11.29060, -3.45661, -3.34463], [11.34653, -2.20934, -4.47956], [10.84701, 5.42189, 5.10424], [12.33588, 5.32522, 4.97699], [12.90487, 5.38681, 3.89822], [13.11718, 5.17139, 6.28616], [13.64247, 6.03047, 6.36461], [12.52722, 5.08030, 7.10087], [14.09500, 3.93713, 6.17936], [10.39582, 4.43015, 5.07291], [10.56229, 6.07087, 4.27607], [10.58674, 5.83760, 6.07765], [14.68235, 3.95799, 7.09733], [14.81020, 4.21038, 5.40352], [13.60125, 2.98859, 5.96822], [-1.01165, 0.14130, -3.42583], [0.18464, 0.46719, -2.46313], [0.28443, -0.44028, -1.24560], [1.60763, -0.54879, -0.52382], [2.60387, -1.23219, -1.40251], [2.14460, 0.84568, -0.16100], [2.94495, 0.63366, 1.07168], [2.13630, -0.34825, 1.87402], [1.52056, -1.22781, 0.85010], [-0.77841, -0.73464, -4.03116], [-1.10362, 0.97431, -4.12278], [-1.92589, -0.14912, -2.90823], [0.16628, 1.48001, -2.06067], [1.03506, 0.34107, -3.13318], [0.19280, -1.49337, -1.51152], [-0.46436, -0.26838, -0.47238], [3.59451, -1.10061, -0.96727], [2.75809, -0.82276, -2.40085], [2.31426, -2.28051, -1.47496], [2.64999, 1.36046, -0.97811], [1.31482, 1.48969, 0.13024], [3.91009, 0.22371, 0.77413], [3.24415, 1.49723, 1.66567], [2.74769, -1.01631, 2.48065], [1.39011, 0.16739, 2.47852], [2.01735, -2.17199, 0.62688], [0.52312, -1.60401, 1.07743], [-8.25325, 7.38750, -4.39388], [-9.55645, 7.38806, -3.52849], [-10.64965, 6.52155, -4.22056], [-11.97278, 6.58269, -3.47810], [-11.81756, 6.09614, -2.00198], [-12.94251, 5.72495, -4.31986], [-14.34264, 6.17408, -3.85522], [-14.28650, 7.55194, -3.26099], [-12.78071, 7.89081, -3.48933], [-7.41620, 7.90952, -3.93027], [-8.49029, 7.67182, -5.41910], [-7.96490, 6.34433, -4.52333], [-9.96285, 8.37986, -3.33031], [-9.25135, 6.98974, -2.56084], [-10.35624, 5.47199, -4.24128], [-10.86656, 6.78783, -5.25504], [-10.99248, 5.38489, -1.96396], [-12.75492, 5.60557, -1.73970], [-11.50973, 6.95014, -1.39864], [-12.69702, 4.66296, -4.31680], [-12.77199, 6.05665, -5.34406], [-14.89371, 5.36280, -3.37956], [-14.89348, 6.19776, -4.79550], [-14.56945, 7.56123, -2.20839], [-14.99274, 8.21053, -3.76655], [-12.33035, 8.59442, -2.78917], [-12.57643, 8.35607, -4.45366], [1.25884, -0.70867, -13.71575], [0.09318, -1.27467, -14.78496], [-1.31741, -0.78948, -14.79065], [0.40561, -2.59527, -15.34844], [0.84647, -0.42060, -15.92972], [0.37713, -0.75043, -12.51454], [-0.21803, -2.04639, -12.06690], [-0.39674, 0.40308, -12.29213], [1.51974, -0.58247, -11.45627], [3.08681, 8.84734, -6.70807], [2.25314, 7.65631, -6.27650], [1.24976, 7.19487, -7.18922], [2.00143, 7.37054, -4.86840], [3.45902, 6.61378, -6.53832], [1.79713, 9.98312, -6.54025], [1.48180, 10.28236, -5.16227], [0.80207, 9.99924, -7.57046], [2.70880, 11.22558, -6.99405], [-9.04645, -2.56053, -9.67362], [-7.52011, -2.42106, -9.43658], [-6.86088, -3.03151, -8.29429], [-6.92873, -1.28541, -10.04965], [-7.25265, -3.64091, -10.49453], [-9.39380, -1.73428, -8.18566], [-8.78371, -0.40514, -7.97300], [-9.53636, -2.62346, -7.08349], [-10.91864, -1.27493, -8.55785], [9.05134, -4.25630, 2.20765], [8.80465, -5.64711, 2.65462], [7.43477, -5.80179, 3.18345], [9.89700, -6.48275, 3.15415], [8.64813, -6.13035, 1.12300], [9.46271, -3.65588, 3.76004], [10.73569, -4.15929, 4.29292], [8.35023, -3.43947, 4.69376], [9.91912, -2.17045, 3.22548], [-4.57623, 6.56189, 3.08720], [-5.75713, 6.33997, 3.93819], [-5.72770, 5.33388, 5.00904], [-7.04152, 6.76052, 3.30392], [-5.40757, 7.67930, 4.80161], [-4.69062, 5.01823, 2.38790], [-5.92632, 4.55325, 1.78948], [-3.81184, 4.07292, 2.98118], [-3.90823, 5.49442, 1.02379], [-1.44390, -10.95398, 0.36770], [-3.12517, -10.90682, 0.69644], [-4.00749, -10.47245, -0.40614], [-3.51559, -10.71199, 2.10609], [-3.34148, -12.50889, 0.63016], [-1.01442, -9.69686, 1.20700], [-0.69878, -9.85447, 2.61214], [-1.49776, -8.40977, 0.68042], [0.52972, -9.68846, 0.71087], [5.03138, -8.31658, -10.09466], [5.57375, -8.04940, -8.52334], [7.02323, -7.80400, -8.40031], [4.91141, -8.77254, -7.46695], [4.85926, -6.62676, -8.20262], [5.40190, -9.78880, -9.96184], [4.43485, -10.64606, -9.28178], [6.84180, -10.09102, -9.92733], [4.99027, -10.11246, -11.49751], [-4.83439, -3.10795, 7.18440], [-3.47517, -4.02603, 7.61653], [-3.51601, -4.65744, 8.95176], [-2.19134, -3.70844, 7.10236], [-3.87185, -5.30781, 6.67297], [-4.50137, -1.93301, 8.06439], [-3.37378, -1.12373, 7.70141], [-4.88893, -1.96751, 9.47625], [-5.73903, -0.96768, 7.56696]]
}